Here is 2 unconnected molecules or ions with the total composition C9H14 at a distorted geometry from the OMol25 dataset. Energies are from ωB97M-V/def2-TZVPD.

## Properties
HOMO (spin up / spin down): -14.5 / -14.6 eV
2S+1: 2
⟨S²⟩: 0.7678
Energy above the lowest of the compared OMol25 structures with the same formula, charge and spin: 65.78 kJ/mol
Energy: -9550.75950 eV
HOMO-LUMO gap (spin up / spin down): 0.3715 / 0.2372 Eh
Charge: +1

Geometry (Å):
C  -0.98  2.70  -1.63
C  -0.67  2.74  -0.15
H  -0.90  1.75  -2.17
H  -2.01  2.99  -1.76
H  -0.23  3.23  -2.24
H  -0.13  3.63  0.19
H  0.01  1.94  0.15
H  -1.58  2.53  0.43
C  -1.55  -0.31  -0.94
C  1.93  -1.37  -0.03
C  1.73  -1.48  1.37
C  0.85  -1.06  -0.84
C  -0.35  -0.73  -0.22
C  0.47  -1.29  1.98
C  -0.57  -0.83  1.23
H  2.91  -1.48  -0.42
H  2.55  -1.66  2.04
H  0.90  -1.06  -1.93
H  0.45  -1.48  3.05
H  -1.96  0.56  -0.44
H  -2.29  -1.13  -0.94
H  -1.42  -0.35  1.70
H  -1.50  -0.10  -2.01

Charges in e, computed with natural (NBO), in the same order as the atoms: number 1, C, carries -0.6301; number 2, C, carries -0.6134; number 3, H, carries 0.1900; number 4, H, carries 0.2227; number 5, H, carries 0.2300; number 6, H, carries 0.2407; number 7, H, carries 0.1766; number 8, H, carries 0.2004; number 9, C, carries -0.7011; number 10, C, carries -0.1274; number 11, C, carries 0.0202; number 12, C, carries -0.2036; number 13, C, carries 0.2435; number 14, C, carries -0.2146; number 15, C, carries -0.1240; number 16, H, carries 0.2524; number 17, H, carries 0.2431; number 18, H, carries 0.2582; number 19, H, carries 0.2568; number 20, H, carries 0.2712; number 21, H, carries 0.2941; number 22, H, carries 0.2562; number 23, H, carries 0.2582


Here is 2 unconnected molecules or ions with the total composition C9H14 at a distorted geometry from the OMol25 dataset. Energies are from ωB97M-V/def2-TZVPD.

## Properties
HOMO (spin up / spin down): -14.0 / -14.0 eV
2S+1: 2
⟨S²⟩: 0.7660
Energy above the lowest of the compared OMol25 structures with the same formula, charge and spin: 200.08 kJ/mol
Energy: -9549.36760 eV
HOMO-LUMO gap (spin up / spin down): 0.3449 / 0.2064 Eh
Charge: +1

Geometry (Å):
C  2.71  -1.45  1.55
C  1.94  -2.50  0.75
H  3.14  -1.87  2.51
H  3.41  -0.97  0.99
H  2.01  -0.52  1.68
H  2.72  -3.27  0.26
H  1.41  -3.04  1.43
H  1.14  -2.22  0.13
C  -1.27  2.81  0.76
C  -1.89  0.39  0.17
C  -1.15  1.61  -0.17
C  -2.01  -0.66  -0.79
C  -1.22  -0.50  -1.89
C  -0.44  1.62  -1.39
C  -0.36  0.59  -2.20
H  -2.39  0.48  1.11
H  -2.71  -1.50  -0.60
H  -0.33  3.31  0.70
H  -1.20  2.59  1.76
H  -1.45  -1.45  -2.46
H  0.02  2.59  -1.64
H  0.07  0.59  -3.18
H  -2.16  3.34  0.50

Charges in e, computed with natural (NBO), in the same order as the atoms: number 1, C, carries -0.5954; number 2, C, carries -0.6085; number 3, H, carries 0.2276; number 4, H, carries 0.2026; number 5, H, carries 0.1743; number 6, H, carries 0.2104; number 7, H, carries 0.2051; number 8, H, carries 0.1855; number 9, C, carries -0.6810; number 10, C, carries -0.0409; number 11, C, carries 0.2622; number 12, C, carries -0.2478; number 13, C, carries -0.0109; number 14, C, carries -0.2284; number 15, C, carries -0.1218; number 16, H, carries 0.2361; number 17, H, carries 0.2698; number 18, H, carries 0.2539; number 19, H, carries 0.2567; number 20, H, carries 0.2593; number 21, H, carries 0.2515; number 22, H, carries 0.2621; number 23, H, carries 0.2777


Here is 4 unconnected molecules or ions with the total composition C9H14Cl3O4 at a distorted geometry from the OMol25 dataset. Energies are from ωB97M-V/def2-TZVPD.

## Properties
HOMO: -5.1 eV
Energy: -55320.91479 eV
HOMO-LUMO gap: 0.2936 Eh
Charge: -1

Geometry (Å):
Cl  6.65  22.14  -14.04
O  7.91  21.91  -19.02
C  8.58  22.51  -18.22
O  9.93  22.45  -18.25
C  10.49  23.22  -17.17
C  9.34  23.48  -16.18
C  8.10  23.35  -17.06
H  10.90  24.13  -17.61
H  11.31  22.67  -16.72
H  9.53  24.45  -15.74
H  9.30  22.72  -15.40
H  7.79  24.35  -17.39
H  7.28  22.88  -16.52
O  4.29  20.19  -20.72
C  4.53  20.83  -19.73
O  4.31  22.17  -19.70
C  4.67  22.69  -18.41
C  4.75  21.51  -17.46
C  5.08  20.35  -18.39
H  3.96  23.44  -18.07
H  5.63  23.20  -18.51
H  3.82  21.32  -16.92
H  5.53  21.66  -16.71
H  4.48  19.46  -18.17
H  6.12  20.09  -18.51
C  9.04  21.27  -11.84
Cl  9.97  22.27  -10.70
Cl  9.57  19.59  -11.80
H  7.98  21.35  -11.66
H  9.17  21.68  -12.84

Charges in e, computed with natural (NBO), in the same order as the atoms: number 1, Cl, carries -0.9646; number 2, O, carries -0.5972; number 3, C, carries 0.7989; number 4, O, carries -0.4969; number 5, C, carries -0.0685; number 6, C, carries -0.4278; number 7, C, carries -0.5557; number 8, H, carries 0.1648; number 9, H, carries 0.1877; number 10, H, carries 0.2124; number 11, H, carries 0.2429; number 12, H, carries 0.2259; number 13, H, carries 0.2970; number 14, O, carries -0.5958; number 15, C, carries 0.8027; number 16, O, carries -0.4999; number 17, C, carries -0.0700; number 18, C, carries -0.4463; number 19, C, carries -0.5266; number 20, H, carries 0.1824; number 21, H, carries 0.1864; number 22, H, carries 0.2079; number 23, H, carries 0.2658; number 24, H, carries 0.2271; number 25, H, carries 0.2597; number 26, C, carries -0.3969; number 27, Cl, carries -0.0700; number 28, Cl, carries -0.0512; number 29, H, carries 0.2582; number 30, H, carries 0.2476


Here is 2 unconnected molecules or ions with the total composition C9H14FN2 at a distorted geometry from the OMol25 dataset. Energies are from ωB97M-V/def2-TZVPD.

## Properties
HOMO: -10.3 eV
Energy above the lowest of the compared OMol25 structures with the same formula, charge and spin: 24.83 kJ/mol
Energy: -15249.56358 eV
HOMO-LUMO gap: 0.2614 Eh
Charge: +1

Geometry (Å):
C  -2.64  -3.68  1.16
C  -1.39  -4.24  0.64
C  -2.73  -2.34  1.06
C  -0.29  -3.49  0.34
C  -1.78  -1.49  0.35
C  -0.37  -2.08  0.15
C  0.72  3.57  -1.16
C  0.67  -1.28  -0.10
C  1.67  2.63  -0.47
N  2.56  1.99  -1.17
N  1.64  2.67  0.87
F  0.46  0.10  -0.11
H  -3.41  -4.22  1.52
H  -1.21  -5.30  0.59
H  -3.61  -1.76  1.29
H  0.56  -4.12  0.14
H  -2.18  -1.34  -0.77
H  0.55  4.32  -0.44
H  1.08  3.99  -2.12
H  -0.09  2.96  -1.50
H  1.73  -1.59  -0.19
H  2.39  2.15  -2.20
H  3.26  1.39  -0.70
H  0.83  3.00  1.35
H  -1.73  -0.42  0.66
H  2.27  2.06  1.28

Charges in e, computed with natural (NBO), in the same order as the atoms: number 1, C, carries -0.2359; number 2, C, carries -0.1563; number 3, C, carries -0.1325; number 4, C, carries -0.2278; number 5, C, carries -0.4763; number 6, C, carries -0.0865; number 7, C, carries -0.6918; number 8, C, carries 0.1719; number 9, C, carries 0.5991; number 10, N, carries -0.7138; number 11, N, carries -0.7104; number 12, F, carries -0.3934; number 13, H, carries 0.2239; number 14, H, carries 0.2180; number 15, H, carries 0.2119; number 16, H, carries 0.2237; number 17, H, carries 0.2467; number 18, H, carries 0.2514; number 19, H, carries 0.2595; number 20, H, carries 0.2717; number 21, H, carries 0.1776; number 22, H, carries 0.4503; number 23, H, carries 0.4394; number 24, H, carries 0.4366; number 25, H, carries 0.2377; number 26, H, carries 0.4052


Here is a single C9H14N2O molecule at a distorted geometry from the OMol25 dataset. Energies are from ωB97M-V/def2-TZVPD.

## Properties
HOMO: -8.4 eV
SMILES string: C=C[C@](O)(c1cnc[nH]1)C(C)C
Energy above the lowest of the compared OMol25 structures with the same formula, charge and spin: 255.67 kJ/mol
Energy: -14584.93197 eV
HOMO-LUMO gap: 0.3344 Eh

Geometry (Å):
C  1.41  1.99  0.07
C  3.11  0.79  -0.22
C  0.91  0.75  -0.19
C  -0.29  -0.27  -2.92
C  -0.34  -0.90  -1.72
C  -0.52  0.10  2.22
C  -2.11  -1.33  1.05
C  -0.68  -0.76  0.95
C  -0.44  0.17  -0.27
N  2.73  1.98  0.15
N  2.04  0.01  -0.46
O  -1.51  1.08  -0.53
H  1.00  3.02  0.38
H  4.13  0.53  -0.22
H  -0.24  -0.72  -3.93
H  -0.48  0.75  -3.07
H  -0.17  -1.89  -1.42
H  0.54  0.61  2.13
H  -1.23  0.85  2.44
H  -0.29  -0.46  3.07
H  -2.43  -1.88  0.19
H  -2.84  -0.54  1.05
H  -2.09  -1.98  1.96
H  0.05  -1.52  0.99
H  2.00  -0.85  -0.80
H  -2.23  0.49  -0.90

Charges in e, computed with natural (NBO), in the same order as the atoms: number 1, C, carries -0.0764; number 2, C, carries 0.1461; number 3, C, carries 0.0326; number 4, C, carries -0.3842; number 5, C, carries -0.2387; number 6, C, carries -0.6156; number 7, C, carries -0.6193; number 8, C, carries -0.2535; number 9, C, carries 0.2778; number 10, N, carries -0.4601; number 11, N, carries -0.4943; number 12, O, carries -0.7061; number 13, H, carries 0.2214; number 14, H, carries 0.1992; number 15, H, carries 0.2023; number 16, H, carries 0.2071; number 17, H, carries 0.1931; number 18, H, carries 0.2147; number 19, H, carries 0.2185; number 20, H, carries 0.2110; number 21, H, carries 0.2017; number 22, H, carries 0.2136; number 23, H, carries 0.2218; number 24, H, carries 0.2044; number 25, H, carries 0.4024; number 26, H, carries 0.4805


Here is a gas-phase ion, C9H14N2O (charge +2) at a distorted geometry from the OMol25 dataset. Energies are from ωB97M-V/def2-TZVPD.

## Properties
HOMO (spin up / spin down): -17.7 / -17.7 eV
Energy above the lowest of the compared OMol25 structures with the same formula, charge and spin: 639.23 kJ/mol
Energy: -14560.74907 eV
HOMO-LUMO gap (spin up / spin down): 0.2554 / 0.2553 Eh
Charge: +2

Geometry (Å):
C  0.82  -0.69  -0.08
C  3.59  -0.40  -0.25
C  1.93  1.46  -0.41
C  0.59  0.78  -0.08
C  2.28  -0.72  0.03
C  0.33  -2.89  0.52
C  -1.32  -1.74  -0.82
C  -1.57  0.79  0.91
C  -0.85  2.77  -0.15
N  -0.10  -1.66  -0.16
N  -0.55  1.36  0.10
O  2.79  0.57  0.35
H  2.24  1.38  -1.46
H  2.18  2.49  -0.12
H  0.49  -2.80  1.62
H  -0.50  -3.55  0.20
H  1.27  -3.34  0.16
H  -2.22  -1.37  -0.28
H  -1.20  -1.09  -1.61
H  -1.50  -2.69  -1.14
H  -1.46  -0.27  1.08
H  -1.50  1.44  1.86
H  -2.64  0.93  0.41
H  -1.93  2.59  -0.57
H  -0.92  3.30  0.77
H  -0.24  3.34  -0.89

Charges in e, computed with natural (NBO), in the same order as the atoms: number 1, C, carries 0.2686; number 2, C, carries 0.4313; number 3, C, carries -0.1480; number 4, C, carries 0.3522; number 5, C, carries -0.0148; number 6, C, carries -0.4365; number 7, C, carries -0.4138; number 8, C, carries -0.4524; number 9, C, carries -0.4469; number 10, N, carries -0.2669; number 11, N, carries -0.1961; number 12, O, carries -0.3376; number 13, H, carries 0.2822; number 14, H, carries 0.2931; number 15, H, carries 0.2584; number 16, H, carries 0.2421; number 17, H, carries 0.2594; number 18, H, carries 0.2369; number 19, H, carries 0.2262; number 20, H, carries 0.2621; number 21, H, carries 0.2411; number 22, H, carries 0.2814; number 23, H, carries 0.2735; number 24, H, carries 0.2675; number 25, H, carries 0.2649; number 26, H, carries 0.2720